{
  "formula": "C3H4N2S",
  "method": "wB97M-V/def2-TZVPD",
  "de_lowest_kj_mol": 242.1,
  "lumo_ev": 0.866,
  "symbols": ["S", "N", "C", "C", "C", "N", "H", "H", "H", "H"],
  "xyz": [[2.437950, 0.042350, -0.093006], [0.821073, -0.012831, 0.141143], [-0.010602, 0.997857, 0.014511], [-1.332773, 0.629514, -0.182362], [-1.081198, -0.843251, -0.071960], [0.161970, -1.221802, -0.060046], [2.538708, -1.250428, 0.084964], [0.417956, 2.009874, -0.054708], [-2.181843, 1.261134, 0.170124], [-1.771239, -1.612416, 0.051341]],
  "forces_ev_per_angstrom": [[2.5, 0.9, -0.5], [-1.9, -1.7, -1.1], [-0.5, 3.3, -0.6], [1.7, -2.4, 2.2], [-1.4, 1.9, -0.6], [0.3, 1.3, 1.2], [0.3, -0.8, 0.2], [-0.3, -0.5, 0.4], [0.6, -0.9, -1.0], [-1.4, -1.0, -0.3]],
  "mulliken_charge": [-0.15, 0.50, -0.16, -0.54, -0.24, -0.67, 0.18, 0.34, 0.28, 0.47]
}